[1]
# C4H6N2O

A single C4H6N2O molecule at a distorted geometry (ωB97M-V/def2-TZVPD, the Open Molecules 2025 dataset).

Last column: Mulliken charge in e.
Atoms and positions in Å:
H -3.187 -0.410 0.756  0.250
N -2.806 -0.270 -0.177  -0.720
C -1.587 0.007 -0.119  0.545
O -0.762 0.254 -1.190  -0.405
C 0.425 0.494 -0.390  0.178
C 1.563 -0.473 -0.714  -1.132
C -0.481 0.228 0.845  0.383
N -0.235 0.254 2.079  -0.677
H 0.722 0.538 1.867  0.316
H 0.767 1.535 -0.524  0.288
H 1.789 -0.448 -1.788  0.318
H 2.498 -0.213 -0.201  0.358
H 1.294 -1.497 -0.444  0.296

LUMO, eV: 0.2
Gap between HOMO and LUMO, eV: 10.6038
HOMO level, Ha: -0.383
SMILES string: [H]/N=C1/O[C@H](C)/C1=N\[H]
Energy relative to the best compared isomer or geometry (same formula, charge and spin), eV: 2.457



[2]
# C4H6N2O

A single C4H6N2O molecule at a distorted geometry (ωB97M-V/def2-TZVPD, the Open Molecules 2025 dataset).

Last column: Mulliken charge in e.
Atoms and positions in Å:
C -0.855 -1.772 0.087  0.102
C 0.736 -0.187 0.099  0.139
C -1.544 0.374 -0.284  0.053
C 2.119 0.231 -0.134  -0.996
N -1.692 -0.843 0.009  -0.288
N -1.764 1.567 0.193  -0.316
O 0.473 -1.479 0.238  -0.287
H -1.179 -2.809 -0.227  0.329
H 2.849 -0.367 0.515  0.278
H 2.600 -0.037 -1.262  0.221
H 2.343 1.261 -0.005  0.292
H -2.160 1.675 1.168  0.216
H -1.924 2.387 -0.397  0.256

LUMO, eV: 0.7
Gap between HOMO and LUMO, eV: 7.6865
HOMO level, Ha: -0.258
Energy relative to the best compared isomer or geometry (same formula, charge and spin), eV: 6.347



[3]
# C4H6N2O

A molecular structure, C4H6N2O at a distorted geometry (ωB97M-V/def2-TZVPD, the Open Molecules 2025 dataset).

Last column: Mulliken charge in e.
Atoms and positions in Å:
C -0.208 0.646 -0.394  0.375
C 0.111 1.661 0.592  -0.583
C 0.904 -0.170 1.431  -0.713
C 0.090 -0.481 0.397  0.764
H -2.045 1.353 -1.581  0.297
H -1.074 -0.860 -1.675  0.299
H 0.284 2.624 0.515  0.474
H 1.664 -0.725 1.978  0.343
H 0.694 -2.430 0.102  0.245
H -0.349 -1.776 -1.195  0.066
N -0.991 0.618 -1.490  -0.673
N -0.112 -1.668 -0.172  -0.580
O 1.031 1.210 1.491  -0.315

LUMO, eV: -0.1
Gap between HOMO and LUMO, eV: 7.5128
HOMO level, Ha: -0.281
Energy relative to the best compared isomer or geometry (same formula, charge and spin), eV: 7.136